Record 1
Formula: C5H8N2
Source: the Open Molecules 2025 dataset
Level of theory: ωB97M-V/def2-TZVPD

Properties
Structure (SMILES): Cn1cccc1N
Total energy (hartree): -304.78453
Lowest unoccupied orbital energy (hartree): 0.034
Net charge: 0

Geometry (Å):
1 H 2.710 -0.075 -0.964
2 H 1.717 2.063 -0.589
3 N -1.186 1.493 -0.472
4 H -1.107 -2.327 0.398
5 N -0.087 -0.527 0.266
6 H -1.802 -1.013 1.386
7 H -1.866 1.525 0.275
8 C -0.028 0.791 -0.116
9 C 1.186 -1.056 0.280
10 H -0.929 2.436 -0.740
11 C -1.317 -1.255 0.434
12 H 1.318 -2.089 0.590
13 C 2.045 -0.055 -0.124
14 C 1.280 1.128 -0.267
15 H -1.991 -0.998 -0.391

Here are the Löwdin charges for atoms 1 to 2, given in e: 0.0927 0.0973

---

Record 2
Formula: C5H8N2
Source: the Open Molecules 2025 dataset
Level of theory: ωB97M-V/def2-TZVPD

Properties
Total energy (hartree): -304.66518
Lowest unoccupied orbital energy (hartree): 0.022
Net charge: 0

Geometry (Å):
1 C -0.085 1.701 -0.239
2 C 1.158 -0.415 -0.162
3 H -1.792 -1.000 0.257
4 H -1.780 0.331 1.404
5 C 1.057 -1.877 -0.151
6 H 1.929 -0.115 0.564
7 H 1.505 -0.094 -1.150
8 H -0.468 0.534 -1.985
9 N -0.145 0.242 0.075
10 H 0.922 1.994 -0.565
11 C -1.153 -0.427 0.934
12 H -0.463 2.369 0.538
13 H -0.705 -1.091 1.677
14 C -0.973 0.878 -1.078
15 N 0.992 -3.030 -0.121

Here are the Löwdin charges for atoms 1 to 2, given in e: -0.1694 -0.1314

---

Record 3
Formula: C5H8N2
Source: the Open Molecules 2025 dataset
Level of theory: ωB97M-V/def2-TZVPD

Properties
Structure (SMILES): CC1C=C1.N=C=N
Total energy (hartree): -304.66870
Lowest unoccupied orbital energy (hartree): 0.037
Net charge: 0

Geometry (Å):
1 H -2.186 0.555 -1.674
2 H -2.505 -0.031 0.106
3 C -1.928 0.617 -0.590
4 C 3.458 -0.255 0.117
5 H 4.952 0.979 -0.562
6 C -0.453 0.130 -0.507
7 N 4.005 0.655 -0.473
8 N 2.730 -1.176 0.326
9 H 0.111 0.049 -1.461
10 C -0.042 -0.616 0.644
11 C 0.414 0.636 0.611
12 H 0.930 1.499 0.872
13 H 1.978 -1.286 1.052
14 H -1.887 1.657 -0.239
15 H 0.085 -1.642 1.148

Here are the Löwdin charges for atoms 1 to 2, given in e: 0.0745 0.0785

---

Record 4
Formula: C5H8N2
Source: the Open Molecules 2025 dataset
Level of theory: ωB97M-V/def2-TZVPD

Properties
Structure (SMILES): Cn1cccc1N
Total energy (hartree): -304.80378
Lowest unoccupied orbital energy (hartree): 0.037
Net charge: 0

Geometry (Å):
1 C 1.359 0.128 -0.992
2 C -0.291 1.552 -0.101
3 N -0.069 0.311 -0.729
4 H 1.745 1.005 -1.516
5 C -0.588 -0.660 0.135
6 H 0.030 2.456 -0.604
7 H -1.499 -0.573 2.118
8 H 1.861 0.023 -0.021
9 C -0.858 1.352 1.109
10 H -0.355 -2.652 0.489
11 N -0.572 -2.001 -0.251
12 H -1.127 2.123 1.820
13 H 1.568 -0.760 -1.593
14 H -0.044 -2.197 -1.090
15 C -1.054 -0.070 1.270

Here are the Löwdin charges for atoms 1 to 2, given in e: -0.0603 -0.1444

---

Record 5
Formula: C5H8N2
Source: the Open Molecules 2025 dataset
Level of theory: ωB97M-V/def2-TZVPD

Properties
Total energy (hartree): -304.70153
Lowest unoccupied orbital energy (hartree): 0.023
Net charge: 0

Geometry (Å):
1 C 0.072 -0.747 0.288
2 C 1.238 -0.116 0.072
3 H -2.773 -0.619 1.098
4 H -0.024 -1.795 0.557
5 N 2.590 -0.455 0.257
6 C -0.674 1.472 -0.171
7 H 2.672 -1.356 0.716
8 C -2.473 -0.239 0.115
9 H 1.534 1.973 -0.026
10 H -3.101 0.622 -0.133
11 H 3.111 -0.495 -0.614
12 H -2.673 -1.028 -0.622
13 N 0.900 1.231 -0.315
14 H 0.637 1.368 -1.308
15 C -1.036 0.183 0.086

Here are the Löwdin charges for atoms 1 to 2, given in e: -0.0043 -0.3662

---

Record 6
Formula: C5H8N2
Source: the Open Molecules 2025 dataset
Level of theory: ωB97M-V/def2-TZVPD

Properties
Structure (SMILES): [H]/N=C(\CC)[C@H]1C=N1
Total energy (hartree): -304.66572
Lowest unoccupied orbital energy (hartree): 0.037
Net charge: 0

Geometry (Å):
1 H -1.840 1.650 -0.248
2 H 0.337 -2.491 -2.457
3 H 0.198 2.430 0.106
4 C 0.075 -2.313 -1.344
5 C 0.617 0.425 0.462
6 N 0.663 -2.385 -0.243
7 H 1.245 0.095 -0.326
8 H 1.725 2.261 0.976
9 H 0.793 -0.159 1.289
10 C -0.709 0.054 -0.028
11 N -1.678 0.670 -0.427
12 C 0.745 1.898 0.800
13 C -0.673 -1.824 -0.264
14 H -1.623 -2.484 -0.038
15 H 0.126 2.174 1.739

Here are the Löwdin charges for atoms 1 to 2, given in e: 0.0574 0.1460

---

Record 7
Formula: C5H8N2
Source: the Open Molecules 2025 dataset
Level of theory: ωB97M-V/def2-TZVPD

Properties
Total energy (hartree): -304.57443
Lowest unoccupied orbital energy (alpha / beta) (hartree): 0.022 / 0.022
Net charge: 0

Geometry (Å):
1 N -1.268 0.364 0.086
2 N -1.288 1.456 0.686
3 H -0.197 -0.620 -1.483
4 C -2.484 -0.470 -0.020
5 H 1.026 2.539 0.138
6 H 2.384 -1.463 -0.418
7 H 3.336 -0.017 -0.004
8 H -3.152 -0.165 0.784
9 H -2.955 -0.248 -0.983
10 C -0.109 -0.075 -0.546
11 C 0.812 1.483 0.147
12 H 2.511 -0.940 1.266
13 C 1.209 0.263 0.064
14 C 2.431 -0.584 0.232
15 H -2.255 -1.536 0.037

Here are the Löwdin charges for atoms 1 to 2, given in e: -0.3861 0.0975

---

Record 8
Formula: C5H8N2
Source: the Open Molecules 2025 dataset
Level of theory: ωB97M-V/def2-TZVPD

Properties
Total energy (hartree): -304.64587
Lowest unoccupied orbital energy (alpha / beta) (hartree): 0.006 / 0.006
Net charge: 0

Geometry (Å):
1 C -0.194 1.416 0.108
2 N 0.338 -0.595 -1.244
3 C -1.287 -0.811 0.659
4 N 2.078 1.166 0.720
5 H 0.611 0.025 -2.004
6 H 0.327 2.082 -0.569
7 H -0.856 -0.817 1.663
8 H -1.234 0.904 -0.781
9 C 1.433 -1.001 -0.383
10 H -0.679 1.852 0.976
11 C -0.478 0.069 -0.278
12 H -1.285 -1.825 0.256
13 C 1.965 0.056 0.312
14 H -2.327 -0.470 0.734
15 H 1.584 -2.051 -0.169

Here are the Löwdin charges for atoms 1 to 2, given in e: 0.0677 -0.0228

---

> Look up the total energy of the sixth one.

-304.66572 hartree